Entry 1:
DFT (ωB97M-V with the def2-TZVPD basis set) results for a molecular structure, C6H6MnO3.

CARTESIAN COORDINATES (ANGSTROEM)
O: -0.687 3.050 -0.234
C: -0.535 2.955 1.052
O: -0.261 3.895 1.788
C: 0.917 -1.287 -0.210
H: 1.103 -1.738 0.779
H: 1.807 -0.694 -0.461
C: 0.686 -2.388 -1.241
H: 0.783 -1.995 -2.264
H: 1.421 -3.194 -1.112
H: -0.318 -2.821 -1.137
C: -0.813 1.572 1.604
C: -0.417 0.476 0.980
C: -0.262 -0.364 -0.061
O: -1.179 -0.376 -1.031
Mn: -1.394 1.499 -1.167
H: -0.849 1.410 2.714

Its spin multiplicity is 6. The gap between HOMO and LUMO (spin up / spin down) is 0.27100 / 0.25738 Eh. The total energy comes out at -43779.97708 eV. The strongest force on any atom comes out at 0.055 hartree/bohr. For the molar mass, the calculation gives 181.05 g mol⁻¹.

***

Entry 2:
DFT (ωB97M-V with the def2-TZVPD basis set) results for a gas-phase ion, C3H7N4 (charge +1).

CARTESIAN COORDINATES (ANGSTROEM)
H: 2.567 1.657 0.043
N: 2.296 0.848 0.620
N: 1.719 -0.025 0.054
C: 1.140 -1.152 -0.302
N: -0.167 -1.229 -0.201
C: -0.910 -0.079 -0.077
C: -0.491 1.139 -0.580
N: -1.972 -0.092 0.821
H: 1.754 -1.945 -0.926
H: -0.686 -2.051 -0.580
H: -0.692 1.959 0.094
H: 0.137 1.209 -1.443
H: -2.459 0.750 1.279
H: -2.236 -0.988 1.198

The gap between HOMO and LUMO (spin up / spin down) is 0.25270 / 0.25265 Eh. The total energy comes out at -9173.76164 eV. The strongest force on any atom comes out at 0.107 hartree/bohr. Its SMILES is [H]/N=N/C=[NH+]\C(=C)N. The total charge is +1. For the molar mass, the calculation gives 99.12 g mol⁻¹.

***

Entry 3:
DFT (ωB97M-V with the def2-TZVPD basis set) results for 2 unconnected molecules or ions with the total composition C2H8NO.

CARTESIAN COORDINATES (ANGSTROEM)
N: -1.248 -1.684 -1.252
H: -1.341 -2.648 -1.685
H: -0.216 -1.662 -1.086
H: -1.824 -0.900 -1.760
H: -1.680 -1.561 -0.293
C: 1.840 1.416 1.017
C: 0.664 1.270 0.400
O: -0.361 0.390 0.912
H: 2.767 1.993 0.764
H: 2.016 0.838 1.877
H: 0.286 1.746 -0.449
H: -0.903 0.803 1.554

The gap between HOMO and LUMO is 0.33226 Eh. The total energy comes out at -5732.86663 eV. The strongest force on any atom comes out at 0.056 hartree/bohr. The total charge is +1. For the molar mass, the calculation gives 62.09 g mol⁻¹.

***

Entry 4:
DFT (ωB97M-V with the def2-TZVPD basis set) results for a molecular structure, C48H49N8O3ReSi.

CARTESIAN COORDINATES (ANGSTROEM)
Re: 11.612 15.169 11.032
C: 8.634 14.625 10.319
N: 9.819 15.262 9.660
C: 9.602 16.649 9.300
C: 9.868 17.519 10.481
N: 10.709 17.142 11.425
C: 10.962 18.272 12.225
C: 11.854 18.507 13.284
C: 11.951 19.861 13.753
C: 11.130 20.873 13.171
C: 10.204 20.596 12.206
C: 10.220 19.317 11.693
N: 9.541 18.799 10.601
C: 9.100 13.735 11.470
N: 10.244 13.974 12.096
C: 10.344 12.940 13.069
C: 11.362 12.705 13.977
C: 11.242 11.579 14.793
C: 10.179 10.720 14.576
C: 9.147 10.967 13.729
C: 9.215 12.139 12.971
N: 8.447 12.683 11.947
H: 8.116 14.096 9.523
H: 7.942 15.390 10.612
H: 10.105 14.742 8.859
H: 8.561 16.701 8.968
H: 10.267 16.825 8.456
H: 12.311 17.698 13.849
H: 12.647 20.031 14.567
H: 11.192 21.890 13.603
H: 9.561 21.320 11.657
H: 8.816 19.209 9.993
H: 12.169 13.376 14.069
H: 11.898 11.392 15.628
H: 10.108 9.749 15.139
H: 8.277 10.329 13.739
H: 7.522 12.349 11.676
O: 13.069 15.469 12.209
Si: 14.520 15.132 13.056
C: 15.609 16.607 12.901
C: 15.307 17.724 13.668
C: 15.930 18.915 13.403
C: 16.872 19.009 12.360
C: 17.252 17.887 11.686
C: 16.626 16.663 11.952
C: 15.373 13.650 12.242
C: 15.625 13.706 10.867
C: 16.601 12.903 10.263
C: 17.294 11.995 11.036
C: 17.000 11.861 12.366
C: 16.127 12.762 12.967
C: 14.094 14.942 14.875
C: 12.809 15.178 15.385
C: 12.515 14.921 16.732
C: 13.502 14.385 17.581
C: 14.807 14.260 17.102
C: 15.078 14.489 15.787
H: 14.593 17.673 14.513
H: 15.663 19.775 13.971
H: 17.352 19.933 12.167
H: 17.977 17.918 10.929
H: 16.943 15.696 11.579
H: 15.011 14.396 10.269
H: 16.764 12.896 9.192
H: 17.998 11.326 10.542
H: 17.455 11.136 13.011
H: 16.098 12.815 14.024
H: 12.083 15.560 14.683
H: 11.524 15.226 17.031
H: 13.287 14.231 18.645
H: 15.546 14.011 17.851
H: 16.089 14.426 15.467
C: 15.696 17.681 8.095
N: 14.404 17.038 8.278
C: 13.817 16.087 7.319
C: 12.716 15.512 8.191
O: 11.904 14.658 7.865
N: 12.697 16.143 9.416
C: 13.752 17.011 9.442
N: 14.049 17.772 10.475
H: 16.307 17.277 8.817
H: 15.659 18.780 8.134
H: 16.051 17.429 7.146
H: 14.552 15.390 6.992
H: 13.461 16.683 6.508
H: 13.686 17.689 11.430
H: 14.884 18.338 10.435
C: 11.191 6.966 9.102
C: 11.307 8.409 9.409
C: 12.291 8.905 10.254
C: 12.384 10.256 10.559
C: 13.293 10.794 11.592
C: 11.565 11.158 9.792
C: 11.637 12.540 9.828
O: 12.315 13.292 10.612
C: 10.643 10.630 8.779
C: 9.831 11.562 7.931
C: 10.438 9.276 8.679
H: 10.444 6.444 9.700
H: 12.095 6.407 9.261
H: 10.913 6.785 8.047
H: 12.985 8.281 10.730
H: 13.888 10.027 12.093
H: 12.695 11.252 12.404
H: 13.954 11.547 11.143
H: 11.120 13.114 9.061
H: 9.141 12.264 8.489
H: 9.127 11.031 7.271
H: 10.480 12.174 7.291
H: 9.689 8.869 8.023

Its spin multiplicity is 4. The gap between HOMO and LUMO (spin up / spin down) is 0.26481 / 0.22931 Eh. The total energy comes out at -78624.51280 eV. The strongest force on any atom comes out at 0.051 hartree/bohr. The total charge is +3. For the molar mass, the calculation gives 1000.27 g mol⁻¹.

***

Entry 5:
DFT (ωB97M-V with the def2-TZVPD basis set) results for a molecular structure, C3H6Br3OP.

CARTESIAN COORDINATES (ANGSTROEM)
C: -0.323 -0.126 1.189
C: 0.592 0.170 -1.232
C: 0.755 0.441 0.284
O: 2.995 0.178 2.117
P: 2.445 -0.067 0.787
Br: 0.848 2.415 0.672
Br: 2.465 -2.215 0.441
Br: 3.843 0.867 -0.835
H: -0.113 0.192 2.299
H: -0.412 -1.253 1.287
H: -1.387 0.166 1.118
H: 0.920 0.950 -1.802
H: 1.063 -0.736 -1.682
H: -0.405 0.055 -1.491

The gap between HOMO and LUMO is 0.37357 Eh. The total energy comes out at -224673.58502 eV. The strongest force on any atom comes out at 0.076 hartree/bohr. For the molar mass, the calculation gives 328.77 g mol⁻¹.

***

Entry 6:
DFT (ωB97M-V with the def2-TZVPD basis set) results for a single C6H14N2O2S molecule.

CARTESIAN COORDINATES (ANGSTROEM)
C: 1.562 -0.452 -2.782
C: -2.846 -0.506 2.082
C: -0.905 -1.835 0.956
C: 2.920 1.587 -0.720
C: -0.928 0.698 0.778
C: -1.248 -0.539 1.614
N: 1.161 -0.418 -1.590
N: 0.592 0.768 0.705
O: 2.476 0.345 -3.263
O: 0.514 2.228 -1.490
S: 1.230 1.395 -0.567
H: 1.071 -1.067 -3.564
H: -3.399 -0.235 1.117
H: -3.127 -1.472 2.467
H: -2.948 0.349 2.906
H: 0.165 -1.922 1.092
H: -1.118 -1.821 -0.117
H: -1.436 -2.674 1.411
H: 2.832 0.914 -2.397
H: 3.651 1.248 0.143
H: 3.038 2.608 -1.018
H: -1.345 0.664 -0.318
H: -1.528 1.604 1.193
H: -0.892 -0.351 2.674
H: 0.509 -1.117 -1.309

Its spin multiplicity is 3. The gap between HOMO and LUMO (spin up / spin down) is 0.20426 / 0.21091 Eh. The total energy comes out at -24350.71132 eV. The strongest force on any atom comes out at 0.086 hartree/bohr. For the molar mass, the calculation gives 178.26 g mol⁻¹.

***

Entry 7:
DFT (ωB97M-V with the def2-TZVPD basis set) results for a single C4H3NO2 molecule.

CARTESIAN COORDINATES (ANGSTROEM)
O: 2.718 0.061 0.171
C: 1.612 -0.070 -0.051
N: 0.862 -1.276 -0.219
C: -0.409 -1.168 -0.066
C: -1.093 0.015 0.233
C: -0.510 1.224 -0.132
O: 0.845 1.269 -0.127
H: -0.901 -2.203 -0.039
H: -2.259 -0.185 0.376
H: -0.865 2.333 -0.146

The gap between HOMO and LUMO is 0.34609 Eh. The total energy comes out at -9779.74964 eV. The strongest force on any atom comes out at 0.100 hartree/bohr. Its SMILES is O=c1nccco1. For the molar mass, the calculation gives 97.07 g mol⁻¹.

***

> The highest strongest force on any atom belongs to which entry?

C3H7N4

***

Repeat the seventh record exactly.
DFT (ωB97M-V with the def2-TZVPD basis set) results for a single C4H3NO2 molecule.

CARTESIAN COORDINATES (ANGSTROEM)
O: 2.718 0.061 0.171
C: 1.612 -0.070 -0.051
N: 0.862 -1.276 -0.219
C: -0.409 -1.168 -0.066
C: -1.093 0.015 0.233
C: -0.510 1.224 -0.132
O: 0.845 1.269 -0.127
H: -0.901 -2.203 -0.039
H: -2.259 -0.185 0.376
H: -0.865 2.333 -0.146

The gap between HOMO and LUMO is 0.34609 Eh. The total energy comes out at -9779.74964 eV. The strongest force on any atom comes out at 0.100 hartree/bohr. Its SMILES is O=c1nccco1. For the molar mass, the calculation gives 97.07 g mol⁻¹.

***

> Look up the strongest force on any atom of the first one.

0.055 hartree/bohr